[1]
Computed, not measured: a cluster of 3 separate species, C11H9Cl3F16O2 in total, with the ωB97M-V functional and the def2-TZVPD basis.

XYZ file:
```
41
Properties=species:S:1:pos:R:3:nbo_charge:R:1
F 9.182 7.439 15.395 -0.318
C 8.215 6.589 15.603 0.523
F 7.787 6.610 16.905 -0.330
C 6.967 6.884 14.621 0.619
F 6.331 7.943 15.122 -0.319
F 6.168 5.821 14.710 -0.317
C 7.276 7.219 13.188 -0.139
O 7.918 6.071 12.678 -0.506
C 8.853 6.337 11.669 0.844
F 8.260 7.104 10.660 -0.341
F 9.903 7.113 12.087 -0.325
C 9.339 5.058 11.009 0.505
F 8.319 4.590 10.199 -0.320
F 10.404 5.323 10.220 -0.314
H 8.703 5.624 15.455 0.140
H 8.021 7.987 13.270 0.215
H 6.408 7.492 12.609 0.223
H 9.681 4.325 11.736 0.163
F 17.364 5.173 10.546 -0.334
C 16.206 4.501 10.657 0.516
F 16.123 3.871 11.836 -0.310
C 15.110 5.514 10.494 0.600
F 15.164 6.299 11.589 -0.324
F 13.933 4.827 10.553 -0.325
C 15.245 6.351 9.291 -0.142
O 15.719 5.544 8.242 -0.517
C 16.197 6.130 7.116 0.860
F 17.189 6.958 7.482 -0.321
F 16.649 5.139 6.364 -0.299
C 15.119 6.948 6.283 0.494
F 13.935 6.301 6.127 -0.316
F 14.794 8.099 6.976 -0.341
H 16.222 3.828 9.802 0.155
H 15.988 7.037 9.645 0.220
H 14.344 6.901 9.000 0.228
H 15.517 7.232 5.313 0.155
Cl 12.039 6.019 13.650 0.021
C 13.241 5.028 14.492 -0.279
Cl 13.282 3.312 13.969 0.010
Cl 12.935 5.140 16.226 0.011
H 14.243 5.446 14.377 0.236
```

Results
Relative energy (zero: lowest compared OMol25 entry of this formula, charge and spin), kJ/mol: 0.0
Orbital gap, hartree: 0.4315
Multiplicity: 1
E_HOMO, Eh: -0.411

=====

[2]
Computed, not measured: a cluster of 3 separate species, C5H12O in total, with the ωB97M-V functional and the def2-TZVPD basis.

XYZ file:
```
18
Properties=species:S:1:pos:R:3:nbo_charge:R:1
C 2.784 0.011 0.042 -0.620
C 1.393 0.444 0.459 -0.059
O 0.471 -0.331 -0.291 -0.519
C -0.839 0.095 -0.286 0.045
C -1.645 -0.642 -1.253 -0.448
C -1.484 0.517 0.893 -0.573
H 2.938 0.196 -1.026 0.211
H 2.919 -1.058 0.228 0.216
H 3.544 0.562 0.606 0.212
H 1.244 0.276 1.534 0.170
H 1.231 1.514 0.261 0.171
H -1.058 0.786 -1.259 0.303
H -2.668 -0.313 -1.404 0.222
H -2.207 -1.622 0.172 -0.029
H -1.133 -1.115 -2.088 0.234
H -0.907 0.861 1.745 0.216
H -2.114 -1.146 0.882 0.033
H -2.468 0.965 0.786 0.214
```

Results
Relative energy (zero: lowest compared OMol25 entry of this formula, charge and spin), kJ/mol: 550.4
Orbital gap, hartree: 0.3291
Multiplicity: 1
E_HOMO, Eh: -0.291

=====

[3]
Computed, not measured: the molecule CH2IOP, with the ωB97M-V functional and the def2-TZVPD basis.

XYZ file:
```
6
Properties=species:S:1:pos:R:3:nbo_charge:R:1
O 0.739 1.681 -0.748 -0.489
C 0.673 0.701 -0.079 0.285
P -0.145 -1.142 -0.770 0.209
I -2.238 -0.228 0.062 -0.105
H 0.797 0.624 0.971 0.129
H 0.173 -1.636 0.563 -0.030
```

Results
Relative energy (zero: lowest compared OMol25 entry of this formula, charge and spin), kJ/mol: 51.5
Orbital gap, hartree: 0.3194
Multiplicity: 1
E_HOMO, Eh: -0.334

=====

[4]
Computed, not measured: the molecule C5H6O2, with the ωB97M-V functional and the def2-TZVPD basis.

XYZ file:
```
13
Properties=species:S:1:pos:R:3:nbo_charge:R:1
C 2.948 0.168 0.255 -0.119
C 1.850 -0.057 -0.188 -0.144
C 0.526 -0.484 -0.621 0.497
O 0.340 -1.025 -1.691 -0.500
C -0.615 -0.280 0.374 0.019
C -1.382 0.995 0.021 -0.620
O -1.493 -1.380 0.340 -0.704
H 3.925 0.355 0.644 0.242
H -0.183 -0.189 1.380 0.180
H -2.191 1.132 0.744 0.227
H -1.820 0.887 -0.976 0.223
H -0.739 1.882 0.040 0.214
H -1.165 -2.003 -0.322 0.486
```

Results
Relative energy (zero: lowest compared OMol25 entry of this formula, charge and spin), kJ/mol: 221.8
Orbital gap, hartree: 0.3849
Multiplicity: 1
E_HOMO, Eh: -0.388

=====

[5]
Computed, not measured: the molecule C6H14, with the ωB97M-V functional and the def2-TZVPD basis.

XYZ file:
```
20
Properties=species:S:1:pos:R:3:nbo_charge:R:1
C -1.804 0.978 -0.050 -0.706
C -0.735 -0.085 0.240 -0.147
C -0.966 -1.346 -0.554 -0.617
C 0.669 0.480 0.312 -0.227
C 1.553 -0.422 1.158 -0.603
C 1.261 0.705 -1.075 -0.610
H -1.531 2.036 0.050 0.212
H -2.566 0.799 -0.823 0.215
H -2.020 0.533 0.948 0.275
H -0.986 -0.464 1.398 0.139
H -0.708 -1.248 -1.613 0.207
H -2.023 -1.634 -0.492 0.213
H -0.366 -2.129 -0.091 0.209
H 0.589 1.458 0.817 0.197
H 1.684 -1.400 0.678 0.200
H 1.117 -0.588 2.151 0.208
H 2.539 0.030 1.278 0.209
H 0.613 1.338 -1.693 0.213
H 2.243 1.182 -0.999 0.211
H 1.395 -0.252 -1.591 0.202
```

Results
Relative energy (zero: lowest compared OMol25 entry of this formula, charge and spin), kJ/mol: 192.2
Orbital gap, hartree: 0.3863
Multiplicity: 1
E_HOMO, Eh: -0.345

=====

[6]
Computed, not measured: a structure of composition C3H3BeO, with the ωB97M-V functional and the def2-TZVPD basis.

XYZ file:
```
8
Properties=species:S:1:pos:R:3:nbo_charge:R:1
C -0.381 0.114 -0.225 -0.907
C 0.949 -0.616 0.119 -0.432
C -0.264 -0.455 0.953 -0.073
H 1.858 -0.037 0.343 0.190
H 1.168 -1.576 -0.373 0.190
H -0.748 -0.748 1.881 0.227
O -1.641 2.277 -1.614 -0.789
Be -0.940 1.041 -1.083 1.595
```

Results
Relative energy (zero: lowest compared OMol25 entry of this formula, charge and spin), kJ/mol: 0.0
Orbital gap (alpha / beta), hartree: 0.3776 / 0.2917
Multiplicity: 2
E_HOMO (alpha / beta), Eh: -0.368 / -0.367
<S²>: 0.754

=====

[7]
Computed, not measured: a structure of composition C18H12N6O2Tc, with the ωB97M-V functional and the def2-TZVPD basis.

XYZ file:
```
39
Properties=species:S:1:pos:R:3:nbo_charge:R:1
Tc -0.659 1.242 0.105 1.260
C -4.818 0.463 0.963 -0.212
C -4.991 -0.909 0.863 -0.099
C -3.899 -1.697 0.531 -0.170
C -2.658 -1.106 0.311 0.348
N -2.497 0.244 0.383 -0.543
C -3.568 0.993 0.708 0.061
N -1.633 -1.981 0.034 -0.386
C -0.390 -1.720 -0.092 0.435
N 0.225 -0.445 0.014 -0.440
C 1.627 -0.634 -0.160 0.412
N 2.534 0.261 -0.115 -0.387
C 2.397 1.609 0.126 0.339
C 3.591 2.314 0.248 -0.170
C 3.567 3.671 0.531 -0.098
C 2.339 4.301 0.681 -0.215
C 1.190 3.552 0.525 0.070
N 1.194 2.234 0.248 -0.545
C 1.870 -2.051 -0.396 -0.034
C 3.054 -2.731 -0.619 -0.166
C 2.965 -4.105 -0.806 -0.153
C 1.735 -4.767 -0.766 -0.155
C 0.550 -4.080 -0.538 -0.137
C 0.644 -2.711 -0.356 -0.117
H -5.634 1.121 1.225 0.262
H -5.958 -1.359 1.043 0.260
H -3.967 -2.771 0.444 0.267
H -3.412 2.062 0.765 0.213
H 4.513 1.766 0.126 0.267
H 4.489 4.226 0.634 0.261
H 2.265 5.354 0.908 0.262
H 0.220 4.023 0.624 0.209
H 4.004 -2.217 -0.647 0.249
H 3.867 -4.674 -0.985 0.247
H 1.707 -5.838 -0.914 0.247
H -0.402 -4.591 -0.503 0.248
O -2.477 4.398 -2.357 -0.053
N -1.857 3.511 -1.955 0.586
O -1.727 3.042 -0.830 -0.424
```

Results
Orbital gap (alpha / beta), hartree: 0.1828 / 0.2074
Multiplicity: 4
Net charge: +2
E_HOMO (alpha / beta), Eh: -0.541 / -0.547
<S²>: 4.153

=====

Calculated values (eV) of E for the records, taken in order: -96694.686; -7421.607; -20505.226; -9374.797; -6447.416; -5603.736; -34075.453.
Calculated values (eV/Å) of max |F| for the records, taken in order: 2.83; 0.35; 3.13; 0.61; 3.96; 10.22; 0.35.